This record from OMol25 describes a 2-piece molecular cluster, C4H14N2O overall in a non-equilibrium geometry. The level of theory is the ωB97M-V functional and the def2-TZVPD basis.

Summary:
⟨S²⟩ = 0.75
Frontier orbital gap (alpha / beta) = 11.0 / 7.5 eV
Net charge = +3
Electronic energy = -9368.6327 eV
Energy relative to the best compared isomer or geometry (same formula, charge and spin) = 0.0 kJ/mol
Multiplicity = 2

Positions of all 21 atoms, in Å:
1 O -1.175 2.231 -1.180
2 N -0.396 -0.105 -1.859
3 N 1.585 0.328 2.343
4 C -1.360 -2.017 -0.677
5 C -0.365 -1.009 -0.734
6 C 0.512 0.337 1.288
7 C 0.718 -0.845 0.287
8 H 0.580 1.298 0.780
9 H -0.784 3.030 -1.581
10 H 0.738 -1.794 0.827
11 H 1.423 1.059 3.048
12 H -0.725 0.942 -1.578
13 H 2.529 0.487 1.957
14 H -2.159 -2.115 -1.408
15 H 0.528 -0.038 -2.322
16 H -0.447 0.267 1.792
17 H -1.030 -0.427 -2.601
18 H 1.676 -0.748 -0.247
19 H -1.348 -2.756 0.127
20 H -2.128 2.435 -1.132
21 H 1.629 -0.558 2.871